# 1
A 6-piece molecular cluster, C12H24Cl12 overall at a distorted geometry. Source: the OMol25 dataset; level of theory: ωB97M-V/def2-TZVPD.

The SMILES is ClCCCl.ClCCCl.ClCCCl.ClCCCl.ClCCCl.ClCCCl. For the total energy, the calculation gives -163102.15598 eV. As for the HOMO energy: -0.3863 hartree.

Last column: Löwdin charge in e.
Cartesian coordinates (Å):
Cl: 4.952 -0.028 4.264  0.49
C: 5.688 0.843 5.668  -0.65
C: 4.746 1.883 6.301  -0.68
Cl: 3.345 1.082 6.969  0.57
H: 6.583 1.273 5.218  0.06
H: 6.035 0.072 6.356  0.06
H: 4.590 2.682 5.576  0.08
H: 5.395 2.133 7.140  0.07
Cl: -4.161 2.104 4.543  0.61
C: -3.469 3.143 3.385  -0.76
C: -4.354 3.426 2.185  -0.65
Cl: -3.587 4.670 1.179  0.53
H: -2.547 2.653 3.073  0.07
H: -3.233 4.110 3.830  0.07
H: -5.296 3.892 2.473  0.07
H: -4.488 2.625 1.458  0.07
Cl: -1.753 -1.487 -7.518  0.61
C: -2.933 -0.561 -6.703  -0.72
C: -4.225 -1.068 -7.239  -0.77
Cl: -4.843 -2.353 -6.270  0.60
H: -2.767 0.434 -7.115  0.07
H: -2.816 -0.695 -5.627  0.07
H: -4.192 -1.253 -8.313  0.07
H: -4.967 -0.285 -7.079  0.06
Cl: -1.034 -1.491 1.848  0.57
C: 0.332 -0.969 0.868  -0.72
C: 0.136 -1.136 -0.597  -0.65
Cl: -1.132 0.011 -1.185  0.50
H: 1.156 -1.663 1.035  0.07
H: 0.687 0.034 1.102  0.08
H: -0.289 -2.139 -0.622  0.06
H: 1.058 -1.023 -1.167  0.08
Cl: -0.428 -10.089 -0.685  0.49
C: 0.883 -8.840 -0.702  -0.64
C: 0.449 -7.600 -1.456  -0.64
Cl: -1.017 -6.936 -0.682  0.52
H: 1.706 -9.384 -1.165  0.06
H: 1.135 -8.755 0.355  0.06
H: 0.178 -7.851 -2.482  0.07
H: 1.224 -6.839 -1.370  0.07
Cl: 2.904 4.032 -0.630  0.49
C: 1.386 4.988 -0.868  -0.65
C: 1.671 6.468 -1.024  -0.60
Cl: 2.656 7.080 0.400  0.48
H: 0.694 4.737 -0.065  0.07
H: 0.941 4.497 -1.733  0.06
H: 0.696 6.957 -1.030  0.07
H: 2.304 6.619 -1.898  0.07

---

# 2
A 2-piece molecular cluster, C4H14N2O2 overall at a distorted geometry. Source: the OMol25 dataset; level of theory: ωB97M-V/def2-TZVPD.

The SMILES is NCCNCCO.O. For the total energy, the calculation gives -11448.48091 eV. As for the HOMO energy: -0.3304 hartree.

Last column: Löwdin charge in e.
Cartesian coordinates (Å):
N: 0.368 -1.768 -0.493  0.00
C: 1.029 -1.364 0.762  -0.27
C: 0.209 -0.340 1.550  -0.23
N: 0.040 1.075 1.079  -0.05
C: 0.728 1.351 -0.230  -0.21
C: -0.162 2.226 -1.141  -0.28
O: 0.342 3.493 -1.490  -0.07
H: -0.157 -2.628 -0.521  0.04
H: -0.254 -1.025 -0.771  0.04
H: 1.157 -2.163 1.482  0.10
H: 2.009 -0.881 0.556  0.11
H: 0.594 -0.376 2.585  0.11
H: -0.889 -0.619 1.541  0.12
H: 0.553 1.694 1.708  0.10
H: 1.127 0.527 -0.806  0.08
H: 1.668 1.952 -0.075  0.12
H: -0.457 1.597 -1.975  0.10
H: -1.165 2.426 -0.736  0.12
H: 1.244 3.426 -1.815  0.08
O: -2.442 -3.157 -0.338  -0.06
H: -3.209 -2.909 0.185  0.04
H: -2.333 -2.538 -1.060  0.03

---

# 3
A 2-piece molecular cluster, C2H9NO3Si overall at a distorted geometry. Source: the OMol25 dataset; level of theory: ωB97M-V/def2-TZVPD.

The SMILES is [H]/N=[Si](\O)OC.CO. For the total energy, the calculation gives -17731.50941 eV. As for the HOMO energy: -0.3541 hartree.

Last column: Löwdin charge in e.
Cartesian coordinates (Å):
H: 1.761 -0.537 -1.913  -0.03
N: 0.930 -0.303 -1.388  -0.11
Si: 0.155 1.096 -1.646  0.39
O: 0.440 2.366 -2.590  -0.09
O: -1.184 1.477 -0.842  -0.21
C: -1.847 0.732 0.138  -0.13
H: -0.135 3.132 -2.544  0.07
H: -2.220 -0.203 -0.285  0.09
H: -2.686 1.331 0.494  0.09
H: -1.179 0.500 0.966  0.07
C: 1.004 -1.885 1.823  -0.18
O: 0.849 -0.527 1.485  -0.18
H: 0.694 -1.998 2.862  0.07
H: 2.047 -2.203 1.726  0.07
H: 0.380 -2.527 1.193  0.07
H: 0.991 -0.452 0.520  -0.01

---

# 4
A 9-piece molecular cluster, C30H33F3N6 overall at a distorted geometry. Source: the OMol25 dataset; level of theory: ωB97M-V/def2-TZVPD.

The SMILES is Fc1ccccc1.Fc1ccccc1.Fc1ccccc1.CC#N.CC#N.CC#N.CC#N.CC#N.CC#N. For the total energy, the calculation gives -48733.98492 eV. As for the HOMO energy: -0.3367 hartree.

Last column: Löwdin charge in e.
Cartesian coordinates (Å):
F: -2.971 -8.666 -14.807  0.05
C: -2.617 -8.509 -13.500  -0.26
C: -2.734 -9.469 -12.488  -0.03
C: -2.304 -9.220 -11.203  -0.08
C: -2.006 -7.885 -10.828  -0.08
C: -2.050 -6.880 -11.803  -0.08
C: -2.286 -7.250 -13.093  -0.05
H: -3.029 -10.445 -12.844  0.11
H: -2.288 -9.928 -10.388  0.10
H: -1.780 -7.676 -9.792  0.10
H: -1.869 -5.842 -11.565  0.11
H: -2.350 -6.514 -13.881  0.12
F: -3.643 -23.592 -6.405  0.05
C: -2.769 -22.682 -6.889  -0.26
C: -3.154 -21.677 -7.810  -0.03
C: -2.181 -20.930 -8.380  -0.10
C: -0.836 -21.003 -7.930  -0.09
C: -0.490 -21.882 -6.910  -0.08
C: -1.487 -22.731 -6.370  -0.02
H: -4.190 -21.565 -8.094  0.12
H: -2.465 -20.278 -9.194  0.10
H: -0.109 -20.388 -8.439  0.09
H: 0.530 -21.896 -6.556  0.10
H: -1.124 -23.405 -5.608  0.11
F: -1.366 -15.153 -15.861  0.05
C: -2.522 -15.424 -15.232  -0.29
C: -3.478 -14.421 -15.020  -0.02
C: -4.625 -14.669 -14.255  -0.09
C: -4.798 -15.908 -13.663  -0.09
C: -3.811 -16.895 -13.863  -0.08
C: -2.678 -16.672 -14.646  -0.02
H: -3.190 -13.451 -15.399  0.11
H: -5.275 -13.875 -13.920  0.10
H: -5.681 -16.185 -13.106  0.10
H: -3.868 -17.873 -13.408  0.10
H: -2.013 -17.511 -14.785  0.11
C: -6.759 -21.541 -15.299  -0.07
C: -6.089 -21.932 -14.063  -0.29
N: -5.604 -22.257 -13.084  0.12
H: -7.281 -22.437 -15.635  0.08
H: -6.097 -21.118 -16.054  0.08
H: -7.469 -20.734 -15.120  0.08
C: -5.981 -11.019 -18.654  -0.08
C: -7.014 -10.990 -17.606  -0.28
N: -7.718 -10.926 -16.666  0.11
H: -5.597 -10.016 -18.840  0.08
H: -6.567 -11.083 -19.571  0.07
H: -5.330 -11.875 -18.480  0.08
C: -6.004 -15.557 -7.464  -0.07
C: -7.207 -16.384 -7.451  -0.30
N: -8.208 -16.973 -7.389  0.12
H: -5.979 -15.251 -8.510  0.08
H: -5.169 -16.243 -7.324  0.08
H: -6.055 -14.736 -6.748  0.09
C: -1.469 -24.510 -12.967  -0.08
C: -0.968 -23.235 -13.439  -0.28
N: -0.543 -22.204 -13.756  0.12
H: -0.946 -25.329 -13.461  0.08
H: -2.545 -24.671 -13.040  0.08
H: -1.275 -24.646 -11.903  0.08
C: 0.153 -19.867 -18.437  -0.09
C: -1.085 -20.546 -18.237  -0.27
N: -2.144 -21.130 -18.163  0.11
H: 0.216 -19.638 -19.501  0.09
H: 1.059 -20.319 -18.034  0.09
H: 0.085 -18.866 -18.010  0.08
C: 0.225 -14.369 -21.217  -0.08
C: 0.850 -13.125 -21.556  -0.30
N: 1.390 -12.141 -21.864  0.13
H: 1.042 -15.010 -20.886  0.08
H: -0.265 -14.933 -22.011  0.09
H: -0.448 -14.164 -20.385  0.08

---

# 5
One molecule with the formula C5H7N at a distorted geometry. Source: the OMol25 dataset; level of theory: ωB97M-V/def2-TZVPD.

For the total energy, the calculation gives -6783.24991 eV. As for the HOMO energy: -0.3538 hartree.

Last column: Löwdin charge in e.
Cartesian coordinates (Å):
C: -0.129 -1.483 1.332  -0.25
C: -0.575 -2.597 0.811  0.18
C: 0.675 -0.758 0.262  -0.27
N: 0.268 0.626 0.314  -0.14
C: -0.951 0.947 -0.401  -0.14
C: 0.374 1.367 -0.921  -0.15
H: -0.331 -1.111 2.345  0.11
H: 1.754 -0.819 0.464  0.12
H: 0.518 -1.205 -0.756  0.12
H: -1.606 1.663 0.089  0.10
H: -1.461 0.137 -0.925  0.11
H: 0.712 2.394 -0.818  0.10
H: 0.753 0.839 -1.797  0.11

---

# 6
A 5-piece molecular cluster, C35H78N4O6 overall at a distorted geometry. Source: the OMol25 dataset; level of theory: ωB97M-V/def2-TZVPD.

The SMILES is CC1(C)CCCC(C)(C)N1O.CC1(C)CCCC(C)(C)N1O.CC1(C)CCCC(C)(C)N1O.COCCNCCOC.CCO. For the total energy, the calculation gives -55795.57366 eV. As for the HOMO energy: -0.2982 hartree.

Last column: Löwdin charge in e.
Cartesian coordinates (Å):
C: 3.240 -6.765 -0.604  -0.04
C: 2.828 -5.402 -0.150  -0.54
C: 2.310 -4.536 -1.298  -0.04
C: 1.459 -5.570 0.720  -0.10
C: 1.650 -6.126 2.172  -0.18
C: 2.639 -5.192 2.785  -0.15
C: 4.025 -4.980 2.069  -0.49
C: 4.665 -3.743 2.662  -0.05
C: 4.969 -6.185 2.322  -0.01
N: 3.802 -4.730 0.659  -0.10
O: 4.961 -4.358 -0.122  0.00
H: 3.517 -7.453 0.194  0.08
H: 2.600 -7.108 -1.417  0.09
H: 4.219 -6.666 -1.074  0.08
H: 2.194 -3.558 -0.831  0.07
H: 3.217 -4.505 -1.902  0.08
H: 1.438 -4.898 -1.843  0.09
H: 0.924 -4.622 0.677  0.10
H: 0.952 -6.357 0.161  0.11
H: 0.722 -6.214 2.736  0.11
H: 2.001 -7.149 2.035  0.10
H: 2.779 -5.416 3.842  0.12
H: 2.074 -4.262 2.856  0.11
H: 5.687 -3.607 2.308  0.09
H: 4.754 -3.808 3.747  0.09
H: 4.083 -2.851 2.430  0.08
H: 4.512 -7.083 2.738  0.08
H: 5.731 -5.828 3.014  0.08
H: 5.353 -6.567 1.376  0.08
H: 5.003 -3.403 -0.030  0.07
C: -8.014 -1.098 -1.069  -0.05
C: -7.796 0.171 -0.196  -0.44
C: -8.922 0.379 0.889  -0.02
C: -6.528 -0.145 0.652  -0.17
C: -5.268 -0.171 -0.117  -0.21
C: -5.076 1.190 -0.727  -0.15
C: -6.251 1.593 -1.698  -0.40
C: -6.077 3.165 -1.924  -0.02
C: -6.060 0.813 -3.040  -0.03
N: -7.600 1.369 -1.078  -0.12
O: -8.595 1.753 -1.957  -0.01
H: -8.424 -2.010 -0.637  0.08
H: -8.845 -0.808 -1.712  0.08
H: -7.209 -1.526 -1.667  0.06
H: -9.127 -0.620 1.272  0.08
H: -8.652 1.156 1.604  0.07
H: -9.811 0.722 0.359  0.07
H: -6.494 0.535 1.503  0.11
H: -6.587 -1.141 1.092  0.12
H: -4.398 -0.432 0.486  0.12
H: -5.248 -0.856 -0.965  0.11
H: -4.106 1.134 -1.220  0.11
H: -4.883 1.970 0.011  0.10
H: -5.242 3.502 -2.538  0.08
H: -6.074 3.777 -1.022  0.06
H: -6.953 3.550 -2.446  0.07
H: -6.561 1.317 -3.867  0.07
H: -6.542 -0.164 -3.084  0.06
H: -5.056 0.727 -3.457  0.08
H: -8.711 2.688 -1.770  0.09
C: 4.601 -0.138 0.973  -0.02
C: 5.204 0.706 -0.147  -0.50
C: 4.631 0.339 -1.532  -0.01
C: 4.779 2.168 0.191  -0.15
C: 5.548 3.217 -0.507  -0.18
C: 7.113 3.066 -0.156  -0.07
C: 7.611 1.609 -0.537  -0.48
C: 7.688 1.422 -2.013  -0.05
C: 9.019 1.532 0.093  -0.05
N: 6.646 0.581 -0.046  -0.14
O: 7.189 -0.689 -0.034  0.01
H: 4.738 -1.180 0.687  0.06
H: 4.961 0.083 1.978  0.10
H: 3.544 0.113 0.882  0.07
H: 5.131 0.870 -2.343  0.07
H: 4.592 -0.739 -1.689  0.08
H: 3.593 0.625 -1.699  0.06
H: 3.776 2.259 -0.225  0.10
H: 4.697 2.343 1.263  0.13
H: 5.540 3.334 -1.590  0.10
H: 5.033 4.161 -0.326  0.11
H: 7.205 3.227 0.918  0.11
H: 7.689 3.684 -0.844  0.11
H: 8.640 1.743 -2.436  0.09
H: 6.971 1.952 -2.640  0.08
H: 7.678 0.373 -2.309  0.08
H: 9.832 2.193 -0.207  0.09
H: 9.469 0.557 -0.090  0.07
H: 9.146 1.455 1.173  0.08
H: 7.030 -0.950 -0.944  0.08
C: -3.814 5.319 -0.792  -0.17
O: -3.091 4.380 -1.443  -0.17
C: -2.377 3.541 -0.548  -0.22
C: -1.156 3.064 -1.271  -0.22
N: -0.158 2.477 -0.374  -0.04
C: 0.857 1.613 -1.050  -0.19
C: 0.177 0.339 -1.568  -0.23
O: -0.456 -0.103 -0.447  -0.21
C: 0.381 -0.652 0.584  -0.07
H: -3.241 6.199 -0.503  0.09
H: -4.255 5.026 0.160  0.08
H: -4.615 5.647 -1.455  0.09
H: -2.933 2.694 -0.148  0.10
H: -2.016 4.078 0.329  0.13
H: -0.759 4.011 -1.636  0.12
H: -1.430 2.553 -2.194  0.12
H: -0.708 1.819 0.158  0.08
H: 1.681 1.461 -0.354  0.07
H: 1.359 2.297 -1.735  0.12
H: 0.910 -0.340 -2.003  0.12
H: -0.693 0.374 -2.224  0.13
H: -0.189 -1.108 1.393  0.09
H: 1.017 0.081 1.079  0.08
H: 0.999 -1.481 0.237  0.08
C: -7.318 4.723 2.316  -0.07
C: -6.067 4.605 3.272  -0.29
O: -5.015 5.523 2.927  -0.09
H: -7.330 4.590 1.234  0.05
H: -7.621 5.757 2.481  0.07
H: -8.194 4.152 2.622  0.06
H: -5.617 3.620 3.400  0.10
H: -6.515 4.834 4.239  0.10
H: -4.307 5.388 3.561  0.08

---

| no. | gap between HOMO and LUMO (eV) |
| --- | --- |
| 1 | 10.83 |
| 2 | 9.66 |
| 3 | 9.67 |
| 4 | 9.22 |
| 5 | 9.57 |
| 6 | 8.66 |